{
  "formula": "C2H6NO3S",
  "method": "ωB97M-V/def2-TZVPD",
  "species": ["C", "C", "N", "O", "O", "O", "S", "H", "H", "H", "H", "H", "H"],
  "coordinates": [[0.277620, -1.585583, -0.723542], [-0.694706, 0.294382, -1.746432], [-0.240418, 1.045151, 0.661512], [0.787533, -0.200386, 2.602270], [0.446178, 2.272000, 2.802325], [-0.056682, -0.870208, -1.892962], [0.891548, 1.158782, 1.907509], [0.942717, -2.351362, -1.004325], [-0.650075, -2.011393, -0.142562], [0.762607, -1.073130, 0.053964], [-1.310327, 0.251497, -0.760839], [-0.404159, 1.153310, -2.364784], [-0.751837, 1.916939, 0.607866]],
  "forces_ev_per_angstrom": [[-2.565, -0.932, 1.071], [-2.379, -0.233, 1.789], [2.058, -0.125, 1.729], [1.059, 1.649, -1.036], [1.034, -0.163, -0.351], [1.371, -0.539, -0.704], [-3.769, -1.422, 0.883], [0.455, -1.291, -0.613], [1.279, 0.540, -1.398], [0.653, 1.485, 0.633], [0.835, 0.925, -2.583], [-0.146, -0.525, 0.462], [0.115, 0.631, 0.118]],
  "nbo_charge": [-0.25, -0.11, -0.98, -1.00, -1.01, -0.54, 1.70, 0.17, 0.16, 0.21, 0.18, 0.15, 0.33],
  "spin_multiplicity": 1,
  "e_above_lowest_kj_mol": 560.7,
  "e_tot_ha": -758.330853,
  "gap_ev": [8.07, 5.70],
  "total_charge": -1
}